Entry 1:
Formula: C41H105N6O11
Source: the OMol25 dataset
Level of theory: ωB97M-V/def2-TZVPD

Atoms and positions in Å:
O (5.580, -3.748, 1.557)
O (-4.520, 0.184, 0.070)
O (-8.210, 0.398, -0.860)
O (0.269, -1.172, -0.819)
O (1.428, -2.535, -4.639)
O (0.051, -2.122, 3.534)
O (2.873, 1.132, -2.668)
O (0.728, -5.631, 1.476)
O (-2.754, -1.158, -5.744)
O (-1.478, 2.256, -3.587)
O (6.314, -7.506, 3.309)
N (-7.081, 0.040, 1.424)
N (-0.595, 7.363, 1.847)
N (-1.444, -0.531, -3.127)
N (-0.013, -3.067, 1.039)
N (2.577, -1.549, -2.428)
N (7.613, -5.553, 2.258)
C (5.452, -8.475, 3.897)
C (-0.552, 0.117, -4.130)
C (-0.990, -1.612, 2.786)
C (0.450, 8.149, 1.083)
C (3.774, -0.907, -1.770)
C (2.348, 2.457, -2.586)
C (-4.833, 0.578, -1.262)
C (-0.093, 6.058, 2.341)
C (-6.319, 1.360, 1.431)
C (4.510, -4.328, 2.286)
C (6.703, -3.250, 2.256)
C (7.530, -7.266, 3.946)
C (2.747, -3.091, -2.721)
C (-2.022, 3.489, -4.079)
C (-0.310, -4.156, 0.090)
C (-8.801, 0.669, -2.080)
C (1.560, 3.433, 3.016)
C (0.867, -3.200, -5.790)
C (3.432, 0.556, -1.471)
C (8.441, -6.601, 2.908)
C (-8.544, 0.093, 1.511)
C (7.441, -4.305, 3.054)
C (-2.713, 8.476, 1.332)
C (1.566, -6.674, 1.991)
C (-9.127, 0.617, 0.228)
C (-1.901, 7.236, 1.019)
C (1.809, 8.305, 1.678)
C (-1.301, -2.578, 1.627)
C (-1.029, 8.210, 3.081)
C (0.005, -1.796, 4.910)
C (-4.835, 1.213, 1.027)
C (0.560, 3.565, 1.829)
C (0.437, 5.013, 1.283)
C (-3.302, -1.684, -4.595)
C (1.549, -3.485, -3.564)
C (-1.992, 9.274, 2.471)
C (-3.577, -1.360, -6.919)
C (0.847, -5.212, 0.180)
C (-2.157, -1.846, -3.522)
C (2.828, 8.926, 0.740)
C (-1.211, 1.392, -4.662)
H (-1.458, 7.543, 3.824)
H (-0.457, 3.127, 2.005)
H (8.049, -8.200, 4.255)
H (0.465, -3.524, 1.773)
H (2.515, -6.745, 1.443)
H (-10.092, 0.206, -0.031)
H (4.637, -0.957, -2.464)
H (-2.455, 6.414, 1.397)
H (1.683, -3.708, -6.289)
H (-1.287, -2.450, -3.817)
H (8.398, -3.880, 3.318)
H (-3.202, -2.255, -7.432)
H (-9.583, -0.003, -2.377)
H (-0.159, -0.713, 5.065)
H (3.711, 9.178, 1.293)
H (-1.285, 3.981, -4.743)
H (0.501, 7.654, 0.105)
H (-4.586, 2.199, 0.710)
H (6.720, -5.976, 2.123)
H (1.765, 2.609, -3.470)
H (-2.115, 1.080, -5.214)
H (-4.665, -0.313, -1.880)
H (1.246, 3.865, 3.978)
H (-4.223, 1.435, -1.604)
H (0.477, -0.370, -0.401)
H (1.669, 2.595, -1.741)
H (0.793, -5.995, -0.599)
H (-0.203, 8.606, 3.655)
H (9.445, -6.337, 3.241)
H (3.699, -3.286, -3.208)
H (-2.644, 9.746, 3.197)
H (-0.359, -3.847, -0.957)
H (2.436, -1.065, -3.314)
H (-1.884, -1.560, 3.438)
H (-3.598, 7.998, 1.699)
H (3.552, -4.165, 1.752)
H (-0.849, -2.239, 5.427)
H (0.937, -2.086, 5.403)
H (6.902, -4.555, 3.968)
H (1.801, 8.879, 2.590)
H (-2.932, 9.007, 0.423)
H (0.236, -1.937, -0.146)
H (2.654, -3.655, -1.797)
H (-8.810, 0.750, 2.285)
H (8.109, -5.430, 1.375)
H (-0.857, 5.513, 2.891)
H (0.990, 2.969, 0.977)
H (4.612, -8.025, 4.427)
H (-0.836, -0.616, 2.392)
H (-0.299, 4.936, 0.504)
H (0.700, 6.330, 3.063)
H (1.068, -7.636, 1.885)
H (-6.706, -0.614, 2.078)
H (-0.941, -0.727, -2.246)
H (0.444, -2.441, -6.479)
H (0.392, 0.300, -3.694)
H (-4.621, -1.509, -6.619)
H (4.379, -3.782, 3.204)
H (-1.954, -3.374, 1.908)
H (-0.516, 1.713, -5.439)
H (4.343, 1.072, -1.160)
H (-2.933, 3.275, -4.638)
H (2.474, 9.756, 0.141)
H (-2.243, 4.066, -3.181)
H (1.399, 5.282, 0.856)
H (-8.002, 0.543, -2.847)
H (-8.869, -0.896, 1.784)
H (3.182, 3.180, -2.566)
H (3.106, 8.213, -0.048)
H (7.310, -6.658, 4.895)
H (1.819, -4.751, -0.058)
H (5.941, -9.056, 4.680)
H (0.126, -3.899, -5.391)
H (0.061, 9.153, 0.838)
H (6.360, -2.496, 2.979)
H (-3.667, -2.720, -4.696)
H (-6.364, 1.733, 2.455)
H (1.753, -1.432, -1.855)
H (4.741, -5.391, 2.513)
H (3.995, -1.386, -0.829)
H (-1.890, -2.044, 0.874)
H (1.702, -4.506, -3.968)
H (-1.307, -4.594, 0.319)
H (1.636, 2.375, 3.387)
H (0.639, -3.451, -2.896)
H (-3.348, -0.500, -7.544)
H (-9.146, 1.720, 0.230)
H (-1.668, 6.947, -0.021)
H (-2.571, -2.292, -2.634)
H (8.462, -7.406, 2.180)
H (2.841, 0.628, -0.556)
H (2.146, 7.297, 1.903)
H (-4.173, 0.976, 1.837)
H (1.591, -6.466, 3.055)
H (-6.790, -0.285, 0.523)
H (-4.123, -1.032, -4.252)
H (7.386, -2.747, 1.566)
H (-1.357, 10.028, 2.053)
H (-9.045, 1.733, -2.163)
H (-2.075, 0.217, -2.804)
H (-6.901, 2.045, 0.840)
H (-5.901, 0.838, -1.369)
H (2.554, 3.854, 2.860)
H (5.219, -9.152, 3.080)
H (-0.408, -0.595, -4.978)

Calculated values
Highest occupied orbital energy (eV): -18.76
Strongest force on any atom (hartree/bohr): 0.0572
M (g/mol): 858.32
Orbital gap (eV): 9.4
Net charge: +5
Electronic energy (eV): -75631.4197

=====

Entry 2:
Formula: C41H108BN8O21
Source: the OMol25 dataset
Level of theory: ωB97M-V/def2-TZVPD

Atoms and positions in Å:
O (2.635, -4.748, 4.727)
O (6.443, 0.156, 4.410)
O (-3.199, -4.723, 6.373)
O (1.353, 0.759, -2.636)
O (3.832, -6.017, -3.184)
O (-0.061, 2.064, 1.448)
O (6.832, -2.645, -6.786)
O (3.110, -0.308, -0.660)
O (-0.221, 6.097, 8.734)
O (-1.755, 2.883, 2.711)
O (-1.865, 5.539, -10.541)
O (0.055, 1.290, -0.794)
O (9.174, -3.644, -0.306)
O (-0.609, 6.060, -3.792)
O (5.161, 5.217, 0.765)
O (-7.404, 3.075, -0.435)
O (1.355, 0.053, 0.761)
O (-2.976, 0.345, 2.177)
O (-1.061, -0.019, 0.974)
O (-10.443, -2.124, 1.292)
O (-4.338, 3.804, 6.433)
N (4.844, 6.500, -2.115)
N (10.141, -3.906, -7.683)
N (-10.212, 1.826, 0.203)
N (-11.827, -2.480, -1.293)
N (3.528, -8.885, -3.188)
N (-1.388, 6.892, 12.183)
N (-1.233, 4.600, -7.979)
N (6.298, -5.830, 5.152)
C (-13.404, -4.015, -0.313)
C (-1.186, 2.011, 2.046)
C (6.212, 0.053, 3.003)
C (-7.913, 2.717, 0.856)
C (5.446, 4.675, -0.508)
C (4.765, 4.261, -2.922)
C (3.881, 4.900, 1.295)
C (-1.462, 5.345, -2.833)
C (-0.988, 6.774, 9.719)
C (-0.486, 4.093, -9.141)
C (2.689, -8.065, -2.363)
C (-3.576, 2.813, 7.072)
C (-1.329, 4.269, -10.465)
C (2.719, -3.679, 3.830)
C (4.509, 5.149, -1.671)
C (-5.963, 3.078, -0.619)
C (-9.486, 2.826, 0.960)
C (1.935, 0.039, -0.407)
C (3.925, -4.985, 5.334)
C (8.119, -5.304, -7.625)
C (-10.046, 2.845, 2.384)
C (-2.717, 5.781, -11.696)
C (2.494, -8.912, -1.068)
C (6.317, -1.710, -5.850)
C (8.188, -3.021, -6.655)
C (-3.266, -4.257, 4.996)
C (-12.455, -2.879, -0.035)
C (-1.400, 4.718, 11.186)
C (-9.634, -2.432, 2.415)
C (-11.355, -3.254, 1.042)
C (8.726, -3.935, -7.817)
C (4.669, -6.478, 3.479)
C (1.042, 0.692, -1.430)
C (-0.751, 6.100, 11.129)
C (5.154, -5.367, 4.413)
C (-1.885, 0.663, 1.743)
C (-0.351, 6.558, 7.382)
C (-0.005, 2.694, -8.833)
C (7.871, -3.666, -0.785)
C (2.747, -5.176, -3.698)
C (3.472, -6.765, -2.047)
B (0.085, 0.840, 0.585)
H (3.472, 4.968, -1.389)
H (0.324, 4.818, -9.060)
H (-12.980, -2.007, 0.355)
H (10.464, -4.476, -6.914)
H (6.704, -0.707, -6.030)
H (7.843, -4.242, -1.710)
H (-2.404, 5.861, -3.023)
H (-3.806, -3.312, 4.937)
H (5.233, 3.609, -0.427)
H (3.661, -6.269, 3.119)
H (3.840, 3.828, 1.489)
H (-1.333, 6.492, 6.915)
H (3.837, -8.251, -3.912)
H (6.584, -2.001, -4.834)
H (4.971, 7.009, -1.252)
H (5.067, 3.256, -2.627)
H (-1.236, 4.265, 12.164)
H (4.158, -4.055, 5.854)
H (-9.636, 2.040, 2.995)
H (-0.052, 7.606, 7.359)
H (-1.401, 4.313, -3.179)
H (-2.057, 6.659, 9.538)
H (1.794, -8.459, -0.365)
H (1.822, -5.681, -3.976)
H (6.345, 0.984, 2.451)
H (-2.488, 4.689, 11.131)
H (-7.427, 3.386, 1.566)
H (-9.775, 3.805, 2.822)
H (8.714, -2.068, -6.703)
H (8.343, -5.827, -6.695)
H (1.709, -7.797, -2.760)
H (2.919, -6.123, -1.361)
H (7.038, -5.322, -7.761)
H (-0.788, 1.961, -8.639)
H (-2.578, 6.827, -11.970)
H (-9.661, 1.575, -0.605)
H (5.254, -1.527, -6.010)
H (0.316, 6.095, 11.352)
H (7.057, -3.960, -0.123)
H (3.990, 6.881, -2.497)
H (-2.530, 3.118, 7.079)
H (-9.108, -3.372, 2.247)
H (3.156, -4.879, -4.664)
H (10.493, -2.990, -7.443)
H (-13.887, -4.342, 0.608)
H (1.698, -3.441, 3.530)
H (-2.278, -4.160, 4.547)
H (8.372, -3.331, -5.626)
H (2.522, -4.302, -3.086)
H (-0.704, 4.036, -11.327)
H (9.578, -2.789, -0.468)
H (6.495, 4.897, -0.703)
H (-3.679, 1.916, 6.461)
H (6.862, -6.532, 4.694)
H (-7.493, 1.711, 0.891)
H (7.635, -2.624, -1.004)
H (-11.760, -3.581, 2.000)
H (8.474, -3.507, -8.787)
H (-2.173, 3.580, -10.458)
H (-0.881, 6.642, 13.020)
H (-0.739, 5.668, -4.659)
H (-2.354, 6.629, 12.317)
H (-10.165, 0.955, 0.713)
H (-0.806, 7.849, 9.738)
H (5.457, -4.527, 3.787)
H (-5.347, 3.731, -0.002)
H (4.409, -7.047, -1.568)
H (0.650, 2.386, -9.648)
H (-3.770, 5.711, -11.422)
H (5.648, 4.653, -3.426)
H (-10.741, -4.100, 0.733)
H (3.679, 5.535, 2.158)
H (-11.135, 2.801, 2.363)
H (5.301, -6.782, 2.644)
H (3.095, -2.830, 4.401)
H (-5.617, 2.045, -0.594)
H (5.236, -0.403, 2.834)
H (4.465, -7.373, 4.067)
H (2.990, 4.969, 0.672)
H (-11.368, -3.322, -1.612)
H (4.351, -9.030, -2.622)
H (3.874, 4.265, -3.551)
H (3.459, -9.079, -0.589)
H (2.101, -9.919, -1.206)
H (-8.811, -1.729, 2.546)
H (0.373, 6.227, 6.637)
H (3.879, -5.670, 6.180)
H (-3.948, 2.708, 8.091)
H (6.983, -0.598, 4.657)
H (8.561, -5.909, -8.416)
H (-5.773, 3.420, -1.636)
H (-2.536, 5.151, -12.567)
H (-9.731, 3.795, 0.525)
H (6.883, -0.686, 2.567)
H (-11.038, -1.856, -1.204)
H (-1.238, 5.443, -1.771)
H (-1.768, 5.357, -8.381)
H (3.388, -3.682, 2.969)
H (-3.919, 3.998, 5.591)
H (-1.930, 3.928, -7.691)
H (-3.855, -4.975, 4.423)
H (-0.989, 4.000, 10.476)
H (-12.821, -4.857, -0.687)
H (-14.217, -3.672, -0.953)
H (6.011, -6.175, 6.058)
H (-2.633, -4.103, 6.838)
H (0.547, 2.776, -7.896)
H (-10.206, -2.397, 3.342)

Calculated values
Highest occupied orbital energy (eV): -7.62
Strongest force on any atom (hartree/bohr): 0.0888
M (g/mol): 1060.16
Orbital gap (eV): 9.4
Net charge: -1
Electronic energy (eV): -99860.1380